{
  "formula": "C34H40AsIrN12OS",
  "method": "the ωB97M-V functional and the def2-TZVPD basis",
  "de_lowest_kj_mol": 184.83,
  "total_charge": 3,
  "multiplicity": 2,
  "symbols": ["Ir", "C", "C", "N", "N", "C", "N", "S", "C", "C", "C", "C", "C", "N", "H", "H", "H", "H", "H", "H", "H", "H", "H", "C", "N", "C", "N", "C", "N", "C", "C", "C", "C", "C", "C", "C", "N", "N", "C", "O", "C", "C", "C", "C", "C", "C", "N", "C", "N", "C", "N", "C", "H", "H", "H", "H", "H", "H", "H", "H", "H", "H", "H", "H", "H", "H", "H", "H", "C", "C", "As", "C", "C", "C", "C", "H", "H", "H", "H", "H", "H", "H", "H", "H", "H", "H", "H", "H", "H", "H"],
  "xyz": [[1.1150, -0.5697, 0.4682], [0.8233, -1.1845, 5.0046], [0.9729, -1.2834, 3.5251], [0.9782, -0.2560, 2.7482], [0.8822, 0.9687, 3.2552], [0.6083, 1.9513, 2.4599], [0.5600, 3.1947, 2.9290], [0.2299, 1.7332, 0.7593], [1.1627, -2.5768, 2.8743], [1.1377, -3.7794, 3.5706], [1.4020, -4.9650, 2.9010], [1.6928, -4.9181, 1.5476], [1.6771, -3.6866, 0.9137], [1.4100, -2.5506, 1.5582], [0.6001, -0.1653, 5.2997], [1.7506, -1.4972, 5.4910], [0.0310, -1.8448, 5.3582], [0.7168, 3.3767, 3.9079], [0.3111, 3.9603, 2.3281], [0.9303, -3.7914, 4.6301], [1.3930, -5.9069, 3.4322], [1.9308, -5.8124, 0.9902], [1.9016, -3.6054, -0.1410], [-4.4305, -2.3327, 0.6636], [-3.0253, -2.1835, 0.3101], [-2.0697, -1.4532, 0.8914], [-0.9403, -1.6042, 0.2162], [-1.2707, -2.4523, -0.7980], [-2.5248, -2.8147, -0.7654], [-5.1971, -1.0269, 0.6485], [-6.3553, -0.8810, 1.4254], [-7.0965, 0.2962, 1.4029], [-6.6967, 1.3550, 0.6130], [-5.5407, 1.2134, -0.1714], [-4.7980, 0.0200, -0.1485], [-5.1041, 2.2637, -1.0200], [-5.5578, 3.5159, -1.1246], [-4.8202, 4.1331, -2.0169], [-3.9119, 3.2618, -2.4643], [-4.0534, 2.0705, -1.8435], [-2.8790, 3.4386, -3.4182], [-2.7018, 4.6606, -4.0901], [-1.6884, 4.7658, -5.0178], [-0.8502, 3.6826, -5.2792], [-1.0295, 2.4604, -4.6205], [-0.1050, 1.2806, -4.8682], [0.5640, 0.9114, -3.6264], [0.2835, -0.0385, -2.7335], [1.0927, 0.0965, -1.6898], [1.8580, 1.1816, -2.0093], [1.5569, 1.6905, -3.1695], [-2.0369, 2.3459, -3.6917], [-4.5135, -2.8093, 1.6408], [-4.8491, -3.0150, -0.0770], [-2.2090, -0.8429, 1.7688], [-0.5737, -2.8019, -1.5412], [-6.6815, -1.7002, 2.0548], [-7.9886, 0.3794, 2.0073], [-7.2580, 2.2790, 0.5750], [-3.9240, -0.0633, -0.7807], [-3.3548, 5.4939, -3.8681], [-1.5393, 5.6962, -5.5473], [-0.0439, 3.7951, -5.9932], [0.6606, 1.5490, -5.5927], [-0.6558, 0.4197, -5.2459], [-0.4622, -0.8036, -2.8691], [2.6273, 1.5854, -1.3778], [-2.1927, 1.4168, -3.1585], [4.0975, 2.8074, 0.1063], [4.4897, 1.6545, 1.0179], [3.7381, -0.1339, 0.6628], [4.5209, -0.6931, -1.0492], [4.0083, -2.0737, -1.4560], [4.9086, -1.0614, 1.9551], [4.5876, -2.4961, 2.3541], [4.6125, 3.7104, 0.4334], [3.0254, 3.0091, 0.1528], [4.3937, 2.6288, -0.9287], [4.2270, 1.8880, 2.0514], [5.5686, 1.4867, 0.9813], [5.6037, -0.6944, -0.9183], [4.2740, 0.0351, -1.8217], [4.3286, -2.8377, -0.7473], [4.3770, -2.3504, -2.4425], [2.9150, -2.0708, -1.4924], [4.9382, -0.4295, 2.8437], [5.8930, -1.0220, 1.4840], [3.6262, -2.5620, 2.8598], [5.3517, -2.8526, 3.0446], [4.5842, -3.1693, 1.4975]],
  "lowdin_spin": [0.000, 0.000, 0.000, 0.000, 0.000, 0.000, 0.000, 0.000, 0.000, 0.000, 0.000, 0.000, 0.000, 0.000, 0.000, 0.000, 0.000, 0.000, 0.000, 0.000, 0.000, 0.000, 0.000, -0.002, 0.000, 0.000, 0.000, 0.000, 0.000, 0.007, 0.091, -0.006, 0.066, 0.038, 0.050, 0.113, 0.137, 0.143, 0.108, -0.019, 0.045, 0.064, -0.005, 0.096, 0.009, -0.002, -0.001, 0.000, 0.000, 0.000, 0.000, 0.058, 0.000, -0.001, 0.000, 0.000, 0.004, -0.002, 0.002, 0.002, 0.001, -0.002, 0.004, 0.000, -0.001, 0.000, 0.000, 0.002, 0.000, 0.000, 0.000, 0.000, 0.000, 0.000, 0.000, 0.000, 0.000, 0.000, 0.000, 0.000, 0.000, 0.000, 0.000, 0.000, 0.000, 0.000, 0.000, 0.000, 0.000, 0.000]
}